{
  "formula": "C37H76BNO21",
  "method": "ωB97M-V/def2-TZVPD",
  "smiles": "COCCCCCCCCB(CN)CCC(=O)O.CCOC(=O)OC.CCOC(=O)OC.CCOC(=O)OC.CCOC(=O)OC.CCOC(=O)OC.CCOC(=O)OC",
  "e_tot_ha": -3115.1144,
  "e_lumo_ha": 0.0093,
  "e_homo_ha": -0.334,
  "elements": ["C", "O", "C", "C", "C", "C", "C", "C", "C", "C", "B", "C", "N", "C", "C", "C", "O", "O", "H", "H", "H", "H", "H", "H", "H", "H", "H", "H", "H", "H", "H", "H", "H", "H", "H", "H", "H", "H", "H", "H", "H", "H", "H", "H", "H", "H", "C", "C", "O", "C", "O", "O", "C", "H", "H", "H", "H", "H", "H", "H", "H", "C", "C", "O", "C", "O", "O", "C", "H", "H", "H", "H", "H", "H", "H", "H", "C", "C", "O", "C", "O", "O", "C", "H", "H", "H", "H", "H", "H", "H", "H", "C", "C", "O", "C", "O", "O", "C", "H", "H", "H", "H", "H", "H", "H", "H", "C", "C", "O", "C", "O", "O", "C", "H", "H", "H", "H", "H", "H", "H", "H", "C", "C", "O", "C", "O", "O", "C", "H", "H", "H", "H", "H", "H", "H", "H"],
  "xyz": [[-7.4803, 2.9497, 0.0447], [-7.3433, 1.8924, -0.8825], [-6.0007, 1.4476, -1.0494], [-5.1906, 1.2772, 0.2294], [-3.9835, 0.3686, -0.0120], [-2.8948, 0.4617, 1.0727], [-3.0246, -0.5728, 2.2081], [-3.7669, -0.0680, 3.4579], [-3.1349, -0.5195, 4.7855], [-3.2678, 0.5188, 5.9032], [-2.4619, 1.8660, 5.8117], [-1.6883, 2.4149, 4.5315], [-0.8798, 1.4061, 3.8270], [-2.4439, 2.7743, 7.1078], [-2.6502, 4.2752, 6.7947], [-1.4073, 5.1274, 6.7055], [-1.3147, 6.1213, 6.0267], [-0.3757, 4.7083, 7.5067], [-6.6509, 3.6659, -0.0200], [-7.5553, 2.5634, 1.0672], [-8.3957, 3.5014, -0.1815], [-5.4848, 2.1298, -1.7401], [-6.0782, 0.4717, -1.5358], [-4.8455, 2.2457, 0.6076], [-5.8333, 0.8417, 1.0039], [-4.3380, -0.6671, -0.0489], [-3.5424, 0.5698, -0.9950], [-2.9290, 1.4635, 1.5199], [-1.9122, 0.3768, 0.5981], [-3.5339, -1.4571, 1.8039], [-2.0225, -0.9029, 2.4887], [-3.8334, 1.0243, 3.4253], [-4.8050, -0.4222, 3.4384], [-3.6000, -1.4641, 5.0917], [-2.0774, -0.7331, 4.6192], [-4.3252, 0.8039, 6.0222], [-2.9984, 0.0635, 6.8682], [-2.4246, 2.8401, 3.8371], [-1.0727, 3.2790, 4.8297], [0.0425, 1.3340, 4.2318], [-0.7842, 1.6113, 2.8431], [-3.2458, 2.4447, 7.7758], [-1.4915, 2.6399, 7.6274], [-3.1745, 4.4419, 5.8498], [-3.2717, 4.7298, 7.5752], [0.4357, 4.7126, 6.9808], [-1.2219, -3.3548, -5.0004], [-1.4106, -2.2667, -3.9689], [-2.7511, -2.2490, -3.4457], [-3.0108, -3.1785, -2.5322], [-2.2331, -3.9900, -2.0989], [-4.2796, -3.0426, -2.1488], [-4.7168, -4.0060, -1.1862], [-1.9593, -3.2624, -5.7985], [-0.2236, -3.2842, -5.4333], [-1.3337, -4.3409, -4.5505], [-1.2728, -1.2825, -4.4111], [-0.7058, -2.3716, -3.1443], [-4.0365, -4.0423, -0.3380], [-4.7882, -4.9920, -1.6421], [-5.6996, -3.6761, -0.8631], [-7.8853, 2.7713, -4.1777], [-8.5551, 3.8637, -3.3760], [-8.5342, 5.1200, -4.0785], [-9.4445, 5.2520, -5.0376], [-10.2885, 4.4490, -5.3381], [-9.2664, 6.4405, -5.6174], [-10.1600, 6.7076, -6.7006], [-6.8763, 3.0744, -4.4618], [-7.8240, 1.8615, -3.5820], [-8.4417, 2.5555, -5.0893], [-8.0032, 4.0426, -2.4572], [-9.5793, 3.6006, -3.1148], [-11.1942, 6.5751, -6.3909], [-9.9434, 6.0510, -7.5417], [-9.9834, 7.7412, -6.9822], [4.9670, -1.8437, 2.5542], [3.9348, -0.7753, 2.8395], [2.8208, -0.8532, 1.9348], [1.9241, -1.7975, 2.2168], [1.9538, -2.5465, 3.1576], [0.9812, -1.7644, 1.2774], [-0.0523, -2.7412, 1.4369], [5.2851, -1.7953, 1.5124], [5.8396, -1.6975, 3.1911], [4.5633, -2.8367, 2.7458], [4.3486, 0.2180, 2.6770], [3.5714, -0.8336, 3.8653], [-0.4793, -2.6870, 2.4358], [0.3304, -3.7429, 1.2491], [-0.8098, -2.4973, 0.6973], [5.5109, -4.1076, -7.3713], [5.2832, -3.1099, -6.2585], [3.9330, -3.1565, -5.7640], [3.6704, -4.1528, -4.9224], [4.4520, -4.9755, -4.5242], [2.3810, -4.0830, -4.5899], [1.9357, -5.1196, -3.7107], [4.7817, -3.9631, -8.1694], [6.5115, -3.9795, -7.7846], [5.4180, -5.1294, -7.0054], [5.4071, -2.0913, -6.6201], [5.9761, -3.2665, -5.4327], [2.5587, -5.1778, -2.8213], [1.9384, -6.0800, -4.2238], [0.9189, -4.8575, -3.4316], [2.2791, 2.6564, 8.6067], [3.4650, 3.2912, 9.2976], [4.6257, 2.4452, 9.2472], [5.2735, 2.4401, 8.0853], [4.9867, 3.0810, 7.1074], [6.3011, 1.5992, 8.1870], [7.0743, 1.4608, 6.9922], [2.0814, 1.6660, 9.0181], [1.3889, 3.2706, 8.7449], [2.4683, 2.5472, 7.5384], [3.2695, 3.4282, 10.3589], [3.7064, 4.2620, 8.8660], [7.4004, 2.4322, 6.6277], [6.4930, 0.9559, 6.2220], [7.9333, 0.8554, 7.2641], [11.3451, -4.0171, -4.7304], [10.9381, -4.5989, -6.0660], [10.2247, -3.6436, -6.8704], [10.9802, -2.7370, -7.4848], [12.1802, -2.6668, -7.4488], [10.1748, -1.9206, -8.1648], [10.8511, -0.8688, -8.8597], [10.4746, -3.6164, -4.2100], [11.7946, -4.7920, -4.1096], [12.0702, -3.2149, -4.8590], [10.2361, -5.4195, -5.9330], [11.7987, -4.9676, -6.6228], [11.6332, -1.2693, -9.5004], [11.2831, -0.1639, -8.1514], [10.0929, -0.3746, -9.4592]],
  "mulliken_charge": [-0.875, -0.398, -0.555, -0.230, -0.804, -0.693, 0.161, -0.865, -0.652, -1.310, 0.336, -1.090, -0.253, -0.612, -0.438, 0.398, -0.591, -0.396, 0.372, 0.305, 0.292, 0.290, 0.270, 0.385, 0.250, 0.168, 0.482, 0.215, 0.396, 0.601, -0.406, 0.245, 0.507, 0.563, 0.208, 0.389, 0.415, 0.352, 0.446, 0.215, 0.210, 0.247, 0.384, 0.280, 0.443, 0.325, -1.139, -0.101, -0.346, 0.816, -0.578, -0.319, -0.695, 0.359, 0.317, 0.286, 0.333, 0.219, 0.277, 0.340, 0.235, -1.083, 0.155, -0.407, 0.751, -0.555, -0.353, -0.637, 0.289, 0.241, 0.406, 0.059, 0.307, 0.300, 0.291, 0.219, -1.119, -0.145, -0.371, 0.769, -0.562, -0.308, -0.577, 0.291, 0.352, 0.316, 0.305, 0.291, 0.286, 0.376, 0.109, -1.089, -0.176, -0.361, 0.712, -0.566, -0.216, -0.533, 0.306, 0.338, 0.310, 0.274, 0.323, 0.332, 0.321, 0.022, -0.879, -0.358, -0.357, 0.804, -0.564, -0.341, -0.565, 0.326, 0.217, 0.346, 0.325, 0.318, 0.301, 0.225, 0.220, -1.082, -0.209, -0.303, 0.747, -0.561, -0.305, -0.660, 0.284, 0.358, 0.312, 0.297, 0.308, 0.301, 0.299, 0.213]
}